Here is C40H49Cl2PPd as an isolated structure at a distorted geometry from OMol25. Energies are from the ωB97M-V functional and the def2-TZVPD basis.

Results
HOMO-LUMO gap (alpha / beta) (eV): 2.19 / 5.32
LUMO energy (alpha / beta) (eV): 4.1 / 3.2
Molar mass (g/mol): 738.13
Expectation value of S²: 6.056

Structure (ORCA input):
```
! wB97M-V def2-TZVPD RIJCOSX def2/J DEFGRID3
* xyz -2 5
Pd 0.259 -0.337 -0.570
Cl 0.067 -1.229 -2.989
Cl -1.238 -1.866 0.344
P 0.399 -0.754 -5.722
C -1.101 0.553 5.920
C -1.195 -3.081 -5.709
C -2.016 -0.404 3.895
C 0.020 2.574 -1.178
C 0.470 0.451 2.534
C -0.887 0.077 4.590
C 0.411 0.106 3.910
C -1.191 2.466 -1.939
C 2.607 -0.730 6.959
C -1.381 0.110 -7.996
C -3.304 -0.277 4.421
C 0.972 -4.824 -6.761
C -3.488 0.169 5.747
C -1.546 3.551 -2.759
C 1.256 -3.407 -6.246
C 3.234 1.569 -7.922
C 2.876 0.081 4.288
C 0.344 4.867 -1.981
C -2.576 2.122 -6.153
C -2.758 0.715 -8.304
C 0.036 -2.477 -6.399
C 0.490 0.744 1.297
C -2.932 2.087 -7.647
C -2.378 0.601 6.493
C 1.948 1.204 -7.164
C 1.491 -0.674 6.109
C 3.268 0.966 -9.329
C 0.782 3.787 -1.222
C 3.996 0.076 5.134
C 1.572 -0.170 4.765
C -1.224 1.463 -5.870
C 0.612 1.550 -0.315
C 2.900 -0.527 -9.365
C -0.794 4.753 -2.803
C 3.869 -0.323 6.480
C -1.501 -4.502 -6.207
C -1.164 0.058 -6.481
C -0.296 -5.448 -6.167
C 1.649 -0.874 -8.547
C 1.730 -0.311 -7.114
H 1.548 -3.458 -5.187
H 2.606 -0.784 -6.632
H 1.834 -5.470 -6.550
H 2.577 1.525 -9.976
H -0.404 2.066 -6.289
H -1.094 5.592 -3.447
H 1.989 1.615 -6.147
H 1.518 -1.964 -8.559
H 2.146 -3.032 -6.770
H -0.542 -6.365 -6.720
H -0.258 0.897 6.524
H 1.593 1.881 0.090
H -2.309 2.820 -8.178
H 0.869 -4.781 -7.853
H 2.494 -1.081 8.000
H -1.871 -4.433 -7.239
H -3.340 1.575 -5.579
H -1.045 1.391 -4.788
H -2.322 -4.921 -5.612
H 0.541 -1.023 6.521
H 4.076 1.178 -7.336
H -2.449 3.485 -3.371
H -2.871 0.790 -9.396
H -4.498 0.161 6.196
H 2.973 0.315 3.225
H 4.279 1.085 -9.735
H -1.974 -0.563 -6.061
H 1.099 1.695 -7.662
H -1.863 -0.873 2.917
H -0.199 -2.324 -7.470
H -1.048 -3.074 -4.618
H -4.179 -0.514 3.793
H -2.497 0.984 7.518
H -1.769 1.535 -1.882
H -0.604 0.736 -8.457
H 3.735 -1.103 -8.945
H 4.977 0.358 4.760
H 3.333 2.663 -7.957
H 4.738 -0.334 7.133
H 1.729 3.805 -0.643
H 2.755 -0.858 -10.406
H -2.087 -2.467 -5.886
H 0.893 5.793 -1.965
H -3.973 2.395 -7.756
H 0.769 -0.468 -9.061
H -2.544 3.156 -5.779
H -0.101 -5.724 -5.121
H -1.304 -0.885 -8.461
H -3.518 0.020 -7.916
*
```